*one*
C2H3N3O in the gas phase, computed with ωB97M-V with the def2-TZVPD basis set.

Properties
HOMO level ... -9.6 eV
SMILES ... Nc1conn1
Orbital gap ... 10.402 eV
LUMO level ... 0.8 eV

```
! wB97M-V def2-TZVPD RIJCOSX def2/J DEFGRID3
* xyz 0 1
N -0.8292 -0.9906 1.0282
C -0.1829 0.0286 0.2324
C 0.5526 -0.2659 -0.9261
O 1.0775 0.9949 -1.4293
N 0.3535 1.8523 -0.8315
N -0.3597 1.4427 0.0434
H -1.3902 -0.3810 1.6431
H -0.1699 -1.4984 1.5194
H 0.9484 -1.1826 -1.2796
*
```

*two*
C2H3N3O in the gas phase, computed with ωB97M-V with the def2-TZVPD basis set.

Properties
HOMO level ... -9.8 eV
SMILES ... Oc1ncn[nH]1
Orbital gap ... 10.490 eV
LUMO level ... 0.7 eV

```
! wB97M-V def2-TZVPD RIJCOSX def2/J DEFGRID3
* xyz 0 1
O -1.9932 0.0807 -0.0157
C -0.6381 -0.0149 -0.0349
N 0.0102 -1.1297 0.0070
C 1.3070 -0.6838 0.0111
N 1.5108 0.5789 -0.0304
N 0.2026 1.0837 0.0657
H -2.3340 -0.8569 0.0901
H 2.1975 -1.3620 -0.0145
H 0.0035 2.0354 -0.1028
*
```

Name the most stable of them. *two*.

*one*
C2H3N3O in the gas phase, computed with ωB97M-V with the def2-TZVPD basis set.

Properties
HOMO level ... -9.3 eV
SMILES ... Oc1c[nH]nn1
Orbital gap ... 10.138 eV
LUMO level ... 0.9 eV

```
! wB97M-V def2-TZVPD RIJCOSX def2/J DEFGRID3
* xyz 0 1
O 0.9618 -0.2053 1.6961
C 0.4193 0.1063 0.5029
C -0.7247 -0.3470 0.1211
N -0.6883 -0.2498 -1.1600
N 0.1834 0.6497 -1.4740
N 1.0179 0.7668 -0.4368
H 1.5023 0.6027 1.8924
H -1.4747 -0.7366 0.7938
H -1.1971 -0.5868 -1.9354
*
```

*two*
C2H3N3O in the gas phase, computed with ωB97M-V with the def2-TZVPD basis set.

Properties
HOMO level ... -9.2 eV
Orbital gap ... 9.976 eV
LUMO level ... 0.8 eV

```
! wB97M-V def2-TZVPD RIJCOSX def2/J DEFGRID3
* xyz 0 1
O -1.7891 -1.1435 0.3003
C -0.6848 -0.3885 0.2051
N 0.1966 -0.4847 -0.7040
N 1.3049 0.3106 -0.5487
C 0.2955 1.3735 1.5182
N -0.5219 0.5697 1.1923
H -1.7181 -1.8415 -0.3685
H 1.8098 0.3462 -1.4203
H 1.1070 1.2583 -0.1743
*
```

Name the most stable of them. *one*.

*one*
C2H3N3O in the gas phase, computed with ωB97M-V with the def2-TZVPD basis set.

Properties
HOMO level ... -9.6 eV
SMILES ... Oc1cn[nH]n1
Orbital gap ... 10.321 eV
LUMO level ... 0.7 eV

```
! wB97M-V def2-TZVPD RIJCOSX def2/J DEFGRID3
* xyz 0 1
O 0.4687 1.4847 -1.2652
C 0.2433 0.3473 -0.5416
C 1.0159 -0.3378 0.3233
N 0.3044 -1.2909 0.9637
N -0.8495 -1.0284 0.3850
N -1.0008 0.0589 -0.3519
H -0.5308 1.9940 -1.2923
H 1.9885 0.1103 0.5923
H -1.6398 -1.3381 1.1868
*
```

*two*
A molecular structure, C2H3N3O, computed with ωB97M-V with the def2-TZVPD basis set.

Properties
HOMO level ... -9.3 eV
Orbital gap ... 10.081 eV
LUMO level ... 0.7 eV

```
! wB97M-V def2-TZVPD RIJCOSX def2/J DEFGRID3
* xyz 0 1
O -0.6411 -1.3266 1.7444
C -0.5210 -0.5136 0.7311
N 0.5663 -0.8112 0.0068
N 0.7514 0.3107 -0.7579
C -0.3436 1.0874 -0.5780
N -1.1557 0.6278 0.3562
H 0.4848 -1.6572 1.2256
H 1.3494 0.2841 -1.5777
H -0.4905 1.9986 -1.1506
*
```

Name the most stable of them. *two*.